one | {
  "formula": "C4H12N4O",
  "method": "the ωB97M-V functional and the def2-TZVPD basis",
  "species": ["C", "C", "N", "C", "C", "N", "N", "N", "O", "H", "H", "H", "H", "H", "H", "H", "H", "H", "H", "H", "H"],
  "xyz": [[-0.3976, 2.4890, -1.5232], [-1.1438, -0.5360, -1.1161], [-1.1392, -1.1065, 0.0704], [-0.1539, -1.2655, 0.9773], [1.0644, -0.5126, 0.9862], [-0.3413, -2.2405, 1.9999], [2.1272, -1.1414, 1.6144], [1.1495, 0.6389, 0.4127], [-0.1888, 1.8557, -2.7711], [-0.6289, 2.3657, -3.4602], [-1.9972, -1.5986, 0.3200], [-0.5964, -1.8332, 2.8974], [-1.0282, -2.9413, 1.7489], [2.0883, 1.0275, 0.4518], [2.8693, -0.5536, 1.9632], [1.8975, -1.9461, 2.1744], [0.1650, 1.9015, -0.7519], [-1.4644, 2.5455, -1.2782], [0.0116, 3.5056, -1.5250], [-0.2496, -0.0882, -1.4925], [-2.0435, -0.5658, -1.6983]],
  "nbo_charge": [-0.2949, -0.2536, -0.3770, 0.0617, 0.3957, -0.8409, -0.8278, -0.7903, -0.7389, 0.4608, 0.4012, 0.3600, 0.3614, 0.3328, 0.3786, 0.4009, 0.2534, 0.1480, 0.1483, 0.2355, 0.1851],
  "orbital_gap_ev": 7.1,
  "homo_energy_ev": -6.38,
  "spin_multiplicity": 1,
  "lumo_energy_ev": 0.75,
  "charge": 0
}

***

two | {
  "formula": "C4H12N4O",
  "method": "the ωB97M-V functional and the def2-TZVPD basis",
  "species": ["C", "C", "C", "N", "N", "C", "N", "O", "N", "H", "H", "H", "H", "H", "H", "H", "H", "H", "H", "H", "H"],
  "xyz": [[-0.5958, 1.7213, 0.6090], [-1.9387, -0.9086, -1.0741], [1.4429, -1.7670, 0.0035], [-0.8989, -0.8708, -0.1004], [-0.6837, -1.0392, 1.2362], [0.4507, -0.7076, 0.4014], [1.9134, 1.0873, -0.3603], [-0.0159, 2.8990, 0.1896], [0.8459, 0.6527, 0.4764], [0.2033, 3.3986, 0.9967], [-0.7020, -2.0148, 1.5388], [2.1041, 2.0563, -0.0859], [1.6128, 1.1487, -1.3380], [-0.7216, 1.5757, 1.6778], [-1.5442, 1.5988, 0.0977], [-2.8845, -0.6213, -0.6052], [-2.0259, -1.9135, -1.5002], [-1.6796, -0.2208, -1.8831], [0.9683, -2.7466, -0.1025], [2.2264, -1.8206, 0.7642], [1.9230, -1.5074, -0.9417]],
  "nbo_charge": [0.0888, -0.3947, -0.6352, -0.3879, -0.4553, 0.4029, -0.6323, -0.7203, -0.3322, 0.4799, 0.3117, 0.3647, 0.3191, 0.1849, 0.1723, 0.1962, 0.1700, 0.2026, 0.2183, 0.2194, 0.2273],
  "orbital_gap_ev": 7.8,
  "homo_energy_ev": -6.97,
  "smiles": "CN1N[C@]1(C)N(N)CO",
  "spin_multiplicity": 1,
  "lumo_energy_ev": 0.80,
  "charge": 0
}

***

Stability, highest: one

***

one | {
  "formula": "C9H12N3O",
  "method": "the ωB97M-V functional and the def2-TZVPD basis",
  "species": ["C", "C", "C", "C", "C", "C", "C", "C", "C", "N", "N", "N", "O", "H", "H", "H", "H", "H", "H", "H", "H", "H", "H", "H", "H"],
  "xyz": [[-3.0289, 0.1692, -1.1367], [-2.1531, 0.3557, -2.1779], [-2.5863, 0.2956, 0.2034], [-0.7833, 0.4920, -2.0059], [-1.2520, 0.5050, 0.4057], [-0.3374, 0.3976, -0.6691], [2.0367, -0.3455, -0.8183], [-0.4801, 0.7196, 1.6815], [0.8978, -1.2880, 1.7233], [0.9868, 0.3324, -0.0662], [3.2627, 0.1707, -0.5565], [0.8916, 0.0519, 1.3441], [1.7711, -1.2283, -1.5754], [-4.0964, 0.0286, -1.2855], [-2.4004, 0.2220, -3.2762], [-3.2106, -0.0531, 0.9555], [-0.1027, 0.7448, -2.7761], [-0.2906, 1.7784, 1.6685], [-0.8823, 0.3343, 2.6558], [-0.0109, -1.8335, 1.3847], [1.6108, -1.7868, 1.1229], [1.1375, -1.5751, 2.7237], [3.3324, 1.1758, -0.3941], [4.1128, -0.2982, -0.9770], [1.5746, 0.6348, 1.8455]],
  "nbo_charge": [-0.2016, -0.1783, -0.1690, -0.2116, -0.1144, 0.1650, 0.7610, -0.2135, -0.4736, -0.3436, -0.8360, -0.1780, -0.5223, 0.2397, 0.2467, 0.2289, 0.2417, 0.2371, 0.2561, 0.2557, 0.2438, 0.2623, 0.4167, 0.4380, 0.4491],
  "orbital_gap_ev": 9.2,
  "homo_energy_ev": -12.34,
  "smiles": "C[N@@H+]1Cc2ccccc2N1C(N)=O",
  "spin_multiplicity": 1,
  "lumo_energy_ev": -3.13,
  "charge": 1
}

***

two | {
  "formula": "C9H12N3O",
  "method": "the ωB97M-V functional and the def2-TZVPD basis",
  "species": ["C", "C", "C", "C", "C", "C", "C", "C", "C", "N", "N", "N", "O", "H", "H", "H", "H", "H", "H", "H", "H", "H", "H", "H", "H"],
  "xyz": [[3.0203, 0.9845, -0.1761], [3.2148, -0.4013, 0.0880], [1.7760, 1.5721, -0.2407], [2.1679, -1.1589, 0.5390], [0.6581, 0.6603, -0.0834], [0.8465, -0.6682, 0.4101], [-0.7257, 1.1129, 0.0524], [-1.5383, -1.2009, 0.2721], [-1.8885, -1.5852, -1.1393], [-0.2388, -1.3748, 0.7749], [-1.7269, 0.2504, 0.4850], [-0.9541, 2.4284, 0.0273], [-3.0089, 0.8586, 0.3800], [3.9008, 1.5966, -0.3222], [4.2112, -0.8579, -0.1685], [1.8296, 2.6364, -0.4918], [2.3580, -2.1444, 0.9768], [-2.2554, -1.5833, 1.0557], [-1.5410, -0.8391, -1.8036], [-3.0062, -1.5111, -1.1776], [-1.6937, -2.6068, -1.4961], [0.1133, -2.3867, 0.7808], [-0.1577, 3.0513, 0.0286], [-1.8905, 2.8370, 0.2525], [-3.4709, 0.3303, 0.9762]],
  "nbo_charge": [-0.2307, -0.1081, -0.1610, -0.2662, -0.2327, 0.2615, 0.5281, 0.1261, -0.6633, -0.5779, -0.1076, -0.7265, -0.5110, 0.2357, 0.2492, 0.2383, 0.2354, 0.2170, 0.2283, 0.2397, 0.2544, 0.4140, 0.4260, 0.4474, 0.4839],
  "orbital_gap_ev": 8.1,
  "homo_energy_ev": -12.14,
  "smiles": "C[C@H]1Nc2ccccc2C(=[NH2+])N1O",
  "spin_multiplicity": 1,
  "lumo_energy_ev": -4.01,
  "charge": 1
}

***

Stability, highest: two

***

one | {
  "formula": "C12H28N4O22S5",
  "method": "the ωB97M-V functional and the def2-TZVPD basis",
  "species": ["C", "O", "N", "N", "H", "H", "H", "H", "C", "O", "N", "N", "H", "H", "H", "H", "C", "C", "O", "S", "O", "O", "O", "H", "H", "H", "H", "C", "C", "O", "S", "O", "O", "O", "H", "H", "H", "H", "C", "C", "O", "S", "O", "O", "O", "H", "H", "H", "H", "C", "C", "O", "S", "O", "O", "O", "H", "H", "H", "H", "C", "C", "O", "S", "O", "O", "O", "H", "H", "H", "H"],
  "xyz": [[-1.2637, 2.4521, 0.9123], [-0.1016, 2.2238, 1.2375], [-2.3401, 1.6366, 1.2099], [-1.6560, 3.6284, 0.3605], [-3.2475, 1.9407, 0.9247], [-2.1659, 0.8865, 1.8562], [-0.9300, 4.3211, 0.3031], [-2.6279, 3.8484, 0.4442], [4.2826, -1.3286, -0.6565], [4.2000, -2.4977, -0.2639], [3.3592, -0.8102, -1.5123], [5.3433, -0.5406, -0.3968], [3.3068, 0.1611, -1.7368], [2.6348, -1.4813, -1.7058], [6.0338, -0.9263, 0.2211], [5.4302, 0.3838, -0.7690], [-1.4055, -1.6729, -0.5227], [-0.8069, -2.9103, 0.1875], [0.4352, -2.5515, 0.7629], [0.4605, -0.9642, 1.0807], [1.8030, -0.4892, 0.9154], [-0.2810, -0.6192, 2.2642], [-0.4387, -0.6625, -0.2717], [-2.3034, -1.3916, 0.0391], [-1.6936, -1.6971, -1.5687], [-0.7357, -3.6853, -0.5767], [-1.4324, -3.2866, 0.9958], [-1.1832, -2.6333, -6.1487], [-2.0169, -2.7077, -4.8513], [-1.0964, -2.8808, -3.7970], [0.4167, -2.4567, -4.2466], [1.3467, -3.3145, -3.5807], [0.5856, -1.0425, -4.1851], [0.1901, -2.9167, -5.7831], [-1.1657, -1.6282, -6.5701], [-1.4378, -3.3450, -6.9276], [-2.6332, -3.6016, -4.9147], [-2.5731, -1.7776, -4.7531], [-4.9593, 0.7972, 4.2032], [-3.7004, 0.4162, 4.9661], [-3.4074, -0.9371, 4.5281], [-4.3125, -1.3914, 3.2848], [-5.3640, -2.2382, 3.7224], [-3.4887, -1.9000, 2.2258], [-4.7358, 0.1300, 2.9563], [-5.0912, 1.8608, 4.0259], [-5.8909, 0.4087, 4.6202], [-3.8012, 0.2608, 6.0398], [-2.8212, 1.0204, 4.7470], [0.3569, 2.6923, -2.1373], [1.3665, 2.1730, -3.1575], [0.6161, 2.1255, -4.3690], [-0.4146, 3.3660, -4.4592], [-1.6228, 2.8452, -5.0155], [0.2876, 4.4533, -5.0930], [-0.5132, 3.6010, -2.8528], [0.8053, 3.1456, -1.2570], [-0.2360, 1.8472, -1.7850], [1.7236, 1.1750, -2.9256], [2.1790, 2.8751, -3.3573], [3.6349, -0.6126, 3.7109], [2.5016, 0.1944, 4.3106], [3.0626, 1.4337, 4.7346], [4.3400, 1.8099, 3.7836], [5.3788, 2.2645, 4.6673], [3.9716, 2.6661, 2.6880], [4.5800, 0.3453, 3.1909], [3.3102, -1.2858, 2.9194], [4.1911, -1.2253, 4.4213], [2.0438, -0.4000, 5.1003], [1.7175, 0.4206, 3.5868]],
  "mulliken_charge": [0.6206, -0.5597, -0.2079, -0.3592, 0.1631, -0.0568, 0.2926, 0.1422, 0.7044, -0.7077, -0.1577, -0.3593, 0.1126, 0.0186, 0.2183, 0.1596, -0.0069, -0.3170, -0.3448, 0.7611, -0.2976, -0.5400, -0.0797, 0.1031, 0.1781, 0.2917, 0.2549, -0.4224, -0.2546, -0.2485, 1.0541, -0.5732, -0.3522, -0.3806, 0.2705, 0.2868, 0.3146, 0.2644, -0.3241, -0.2359, -0.2838, 0.9536, -0.5467, -0.3843, -0.2934, 0.2901, 0.3044, 0.3008, 0.2296, -0.0590, 0.2102, -0.2930, 1.0702, -0.5398, -0.5627, -0.3454, 0.4354, 0.0113, -0.2480, 0.3163, -0.3134, 0.1356, -0.3632, 1.0660, -0.5665, -0.5277, -0.2507, 0.1896, 0.3277, 0.3176, -0.0060],
  "orbital_gap_ev": 9.4,
  "homo_energy_ev": -9.39,
  "smiles": "O=S1(=O)OCCO1.O=S1(=O)OCCO1.O=S1(=O)OCCO1.O=S1(=O)OCCO1.O=S1(=O)OCCO1.NC(N)=O.NC(N)=O",
  "spin_multiplicity": 1,
  "lumo_energy_ev": -0.02,
  "charge": 0
}

***

two | {
  "formula": "C12H28N4O22S5",
  "method": "the ωB97M-V functional and the def2-TZVPD basis",
  "species": ["C", "O", "N", "N", "H", "H", "H", "H", "C", "O", "N", "N", "H", "H", "H", "H", "C", "C", "O", "S", "O", "O", "O", "H", "H", "H", "H", "C", "C", "O", "S", "O", "O", "O", "H", "H", "H", "H", "C", "C", "O", "S", "O", "O", "O", "H", "H", "H", "H", "C", "C", "O", "S", "O", "O", "O", "H", "H", "H", "H", "C", "C", "O", "S", "O", "O", "O", "H", "H", "H", "H"],
  "xyz": [[-4.8041, -4.5366, -0.3834], [-5.4483, -5.0491, 0.5041], [-5.0008, -3.2343, -0.7908], [-3.8755, -5.2235, -1.1370], [-4.4143, -2.7571, -1.4495], [-5.6718, -2.7275, -0.2454], [-3.3542, -4.7730, -1.8671], [-3.7377, -6.1956, -0.9400], [-1.0328, 2.8911, 2.0628], [-0.3576, 3.8099, 1.6247], [-1.2286, 1.7270, 1.3496], [-1.5564, 2.8973, 3.3302], [-0.6307, 1.5490, 0.5691], [-1.8027, 0.9719, 1.6824], [-1.9410, 2.0787, 3.7633], [-1.3310, 3.7056, 3.8774], [0.8035, -5.5034, -0.0645], [-0.1908, -5.0700, -1.1187], [-0.1688, -6.1570, -2.0541], [1.3227, -6.7033, -2.1913], [1.9396, -6.1067, -3.3148], [1.3305, -8.1050, -2.0468], [1.8951, -6.0106, -0.8674], [0.4706, -6.3848, 0.4883], [1.1060, -4.6983, 0.5950], [0.2152, -4.1895, -1.6229], [-1.2028, -4.8948, -0.7750], [-3.2687, 2.3690, -3.4535], [-2.1500, 1.5973, -2.7675], [-1.1791, 2.5880, -2.4081], [-1.1722, 3.8126, -3.4255], [-0.2836, 3.5938, -4.5026], [-1.0954, 5.0237, -2.6974], [-2.6501, 3.5663, -3.9737], [-4.0363, 2.7243, -2.7650], [-3.7288, 1.8744, -4.3024], [-1.7402, 0.8452, -3.4450], [-2.4556, 1.1140, -1.8434], [4.3297, 2.9825, 4.3476], [3.7145, 3.5560, 3.0843], [2.4662, 2.9110, 2.8861], [2.3294, 1.5672, 3.7281], [2.4118, 0.4656, 2.8433], [1.2444, 1.6929, 4.6232], [3.6859, 1.7080, 4.5578], [4.1031, 3.5676, 5.2418], [5.4111, 2.8835, 4.3038], [4.3235, 3.4072, 2.1911], [3.5867, 4.6341, 3.1902], [1.3877, 3.0053, -0.5098], [2.3404, 4.1410, -0.1725], [3.5666, 3.4129, -0.1413], [3.6758, 2.4569, -1.3897], [4.3202, 1.2615, -0.9976], [4.1235, 3.1587, -2.5315], [2.0686, 2.2161, -1.5034], [0.4290, 3.3721, -0.8609], [1.2454, 2.3667, 0.3630], [2.1208, 4.5904, 0.7867], [2.2864, 4.8330, -1.0160], [0.7590, -0.8676, 0.0591], [0.2460, -1.5125, 1.3184], [-0.8050, -2.3636, 0.7821], [-1.6068, -1.5851, -0.3324], [-2.6792, -0.8273, 0.1980], [-1.7884, -2.4667, -1.4252], [-0.4127, -0.5387, -0.6734], [1.4403, -1.5331, -0.4796], [1.3605, 0.0175, 0.2581], [-0.2088, -0.8057, 2.0127], [0.9514, -2.1259, 1.8641]],
  "mulliken_charge": [0.6185, -0.6416, -0.3444, -0.3340, 0.1796, 0.2022, 0.1859, 0.1767, 0.5427, -0.5880, 0.0503, -0.4034, -0.1212, 0.1672, 0.1589, 0.2362, -0.2472, 0.0401, -0.3138, 1.0716, -0.5457, -0.5264, -0.3515, 0.3509, 0.1785, 0.1786, 0.1840, -0.3648, 0.0193, -0.2507, 1.1507, -0.5651, -0.5627, -0.3642, 0.2929, 0.2846, 0.2403, 0.0420, -0.3824, -0.2972, -0.1395, 1.1659, -0.5642, -0.5830, -0.3523, 0.2828, 0.2853, 0.2724, 0.3439, 1.0527, -0.5841, -0.3078, 1.0274, -0.5713, -0.5591, -0.2302, 0.4577, -1.0376, 0.3556, 0.3676, 0.1708, -0.3083, -0.4018, 1.2293, -0.6549, -0.5864, -0.1437, 0.3300, -0.2611, 0.1779, 0.4184],
  "orbital_gap_ev": 10.2,
  "homo_energy_ev": -10.23,
  "smiles": "O=S1(=O)OCCO1.O=S1(=O)OCCO1.O=S1(=O)OCCO1.O=S1(=O)OCCO1.O=S1(=O)OCCO1.NC(N)=O.NC(N)=O",
  "spin_multiplicity": 1,
  "lumo_energy_ev": -0.05,
  "charge": 0
}

***

Stability, highest: two